Here is C6H6F5IO in the gas phase from OMol25. Energies are from ωB97M-V/def2-TZVPD.

XYZ file:
```
19
C6H6F5IO ωB97M-V/def2-TZVPD
C 0.2024 0.1002 -1.0638
C 1.0126 -0.7671 -0.0949
C 0.4517 -0.6628 1.2816
F 1.0036 0.3207 2.0068
C -0.5253 -1.3910 1.8232
I -1.4868 -2.9022 0.7486
C -1.0735 -1.1571 3.2021
F -0.1200 -0.7351 4.0632
F -1.5763 -2.2887 3.7418
C -2.1978 -0.0830 3.1749
O -1.7692 1.0187 2.5589
F -3.2914 -0.6027 2.5419
F -2.6330 0.1762 4.4306
H -0.8201 -0.2623 -1.1344
H 0.6522 0.0653 -2.0518
H 0.1846 1.1326 -0.7234
H 2.0449 -0.4137 -0.0642
H 1.0018 -1.8053 -0.4278
H -2.4104 1.7408 2.6454
```

The calculation puts the gap between HOMO and LUMO at 9.54 eV. The highest occupied orbital energy is -9.2 eV. As for the SMILES: CC/C(F)=C(\I)C(F)(F)C(O)(F)F. The relative energy (zero: lowest compared OMol25 entry of this formula, charge and spin) is 0.0 kJ/mol. The value obtained for the LUMO energy is 0.3 eV.


Here is a molecular structure, C6H6F6MgN2O10PS2 at a distorted geometry from OMol25. Energies are from ωB97M-V/def2-TZVPD.

XYZ file:
```
34
C6H6F6MgN2O10PS2 ωB97M-V/def2-TZVPD
Mg 17.9657 19.8979 -22.3639
C 22.6483 19.2394 -20.8871
F 22.1700 18.3620 -20.0012
F 22.6790 20.3915 -20.2430
F 23.8778 18.9142 -21.2893
S 21.3648 19.4577 -22.4030
O 21.6595 20.8352 -22.8426
O 21.8630 18.5377 -23.4071
O 19.9483 19.2350 -21.9531
C 19.4659 22.2131 -18.8010
F 18.4852 22.4748 -17.8873
F 20.4346 23.1448 -18.6874
F 20.0061 21.0033 -18.6500
S 18.8435 22.2687 -20.5596
O 18.0318 23.4825 -20.7457
O 20.0427 22.2507 -21.4118
O 18.0284 21.0270 -20.8093
P 18.5085 20.6280 -24.8509
O 18.7671 21.1767 -23.4121
O 17.4432 21.6969 -25.2635
O 18.1533 19.3374 -24.0648
O 20.0260 20.9886 -25.0107
C 16.8819 16.0335 -20.0402
C 16.9146 17.3663 -20.8322
N 17.0464 18.3387 -21.4067
H 15.8194 15.7940 -20.0826
H 17.2428 16.3693 -19.0680
H 17.5189 15.4003 -20.6578
C 14.5093 20.5838 -24.9572
C 15.2259 20.5318 -23.6999
N 15.7346 20.5470 -22.6764
H 13.8861 19.6973 -25.0741
H 15.1488 20.7375 -25.8264
H 13.8862 21.4750 -24.8825
```

The calculation puts the gap between HOMO and LUMO (alpha / beta) at 5.37 / 4.96 eV. The highest occupied orbital energy (alpha / beta) is -1.4 / -1.0 eV. Its net charge is -2. The spin multiplicity is 2. The value obtained for the LUMO energy (alpha / beta) is 3.9 / 3.9 eV. As for the expectation value of S²: 0.761.


Here is C6H6FN in the gas phase at a distorted geometry from OMol25. Energies are from ωB97M-V/def2-TZVPD.

XYZ file:
```
14
C6H6FN ωB97M-V/def2-TZVPD
C -0.8857 -0.5798 1.6644
C -0.2278 -0.1437 0.3789
C 0.4069 -1.0798 -0.4154
C 1.1327 -0.6363 -1.4992
N 1.0995 0.6488 -1.9177
C 0.3919 1.4932 -1.1471
F 0.3546 2.7726 -1.4398
C -0.3132 1.1303 -0.0211
H -1.1268 -1.6285 1.6918
H -0.1831 -0.3917 2.5199
H -1.8536 -0.0396 1.8496
H 0.3926 -2.1029 -0.1025
H 1.7088 -1.3319 -2.0351
H -0.8971 1.8894 0.4734
```

The calculation puts the gap between HOMO and LUMO at 10.53 eV. The highest occupied orbital energy is -9.6 eV. As for the SMILES: Cc1ccnc(F)c1. The relative energy (zero: lowest compared OMol25 entry of this formula, charge and spin) is 14.3 kJ/mol. The value obtained for the LUMO energy is 0.9 eV.


Here is 2 unconnected molecules or ions with the total composition C6H6FNO2 at a distorted geometry from OMol25. Energies are from ωB97M-V/def2-TZVPD.

XYZ file:
```
16
C6H6FNO2 ωB97M-V/def2-TZVPD
C 1.5615 -0.4677 -0.5484
C 1.1312 -1.3280 0.5113
C 0.8878 0.6109 -0.9008
C -0.0145 -0.9949 1.1964
C -0.4347 1.0419 -0.3324
C -0.7789 0.0984 0.7559
N -1.9927 -1.5526 -0.6703
O -2.1921 -0.8328 -1.5448
O -0.5386 2.4005 0.1765
F -1.7319 0.4758 1.5329
H 2.4902 -0.6683 -0.9990
H 1.7437 -2.1078 0.8899
H 1.3724 1.2638 -1.5140
H -0.5972 -1.5861 1.8000
H -1.1553 1.0835 -1.1869
H 0.2490 2.5633 0.8337
```

The calculation puts the gap between HOMO and LUMO (alpha / beta) at 7.91 / 7.20 eV. The highest occupied orbital energy (alpha / beta) is -7.6 / -8.3 eV. The relative energy (zero: lowest compared OMol25 entry of this formula, charge and spin) is 276.8 kJ/mol. The value obtained for the LUMO energy (alpha / beta) is 0.3 / -1.1 eV.


Here is a gas-phase ion, C6H6N (charge +1) at a distorted geometry from OMol25. Energies are from ωB97M-V/def2-TZVPD.

XYZ file:
```
13
C6H6N ωB97M-V/def2-TZVPD
C -0.2682 -1.4978 -0.0337
C 1.2335 -0.6889 0.2130
C 2.1473 0.4216 -0.1732
C 0.7888 0.5931 0.4290
N -0.4975 0.7716 0.6651
C -1.5077 0.8090 -0.3078
C -1.1989 -0.5173 0.4237
H -0.3478 -2.5472 -0.2198
H 2.9890 0.5734 0.4933
H 2.3561 0.6922 -1.2041
H -1.2310 0.9703 -1.3459
H -2.4536 1.2554 -0.0145
H -2.0099 -0.8354 1.0748
```

The calculation puts the gap between HOMO and LUMO (alpha / beta) at 8.26 / 8.26 eV. The highest occupied orbital energy (alpha / beta) is -14.6 / -14.6 eV. Its net charge is +1. As for the SMILES: C1=C2CC2=[N+]2C[C@@H]12. The relative energy (zero: lowest compared OMol25 entry of this formula, charge and spin) is 468.6 kJ/mol. The value obtained for the LUMO energy (alpha / beta) is -6.4 / -6.4 eV.


Here is 2 unconnected molecules or ions with the total composition C6H6N at a distorted geometry from OMol25. Energies are from ωB97M-V/def2-TZVPD.

XYZ file:
```
13
C6H6N ωB97M-V/def2-TZVPD
C -2.5132 1.2373 0.5208
C -2.9568 1.2773 1.6078
C 1.6264 0.1267 -0.6294
C 1.1838 0.2009 0.7817
C -1.0910 0.4391 -0.7737
C 0.1555 0.0460 -0.3116
N -0.8407 -1.0082 -0.5729
H 1.9433 1.0291 -1.1364
H 2.0896 -0.7790 -0.9988
H 1.3198 -0.6569 1.4269
H 1.1810 1.1539 1.2922
H -1.3105 -1.4755 0.2051
H -0.7872 -1.5907 -1.4119
```

The calculation puts the gap between HOMO and LUMO (alpha / beta) at 8.44 / 8.36 eV. The highest occupied orbital energy (alpha / beta) is -15.4 / -15.0 eV. Its net charge is +1. The relative energy (zero: lowest compared OMol25 entry of this formula, charge and spin) is 960.3 kJ/mol. The value obtained for the LUMO energy (alpha / beta) is -6.9 / -6.7 eV.


| no. | molecular weight (g mol⁻¹) | energy (eV) |
| --- | --- | --- |
| 1 | 316.0 | -30054.7793 |
| 2 | 499.5 | -82485.1452 |
| 3 | 111.1 | -10526.7695 |
| 4 | 143.1 | -14616.5653 |
| 5 | 92.1 | -7794.8860 |
| 6 | 92.1 | -7789.7899 |